1.
{"formula": "C19H20ClN3O5", "method": "ωB97M-V/def2-TZVPD", "elements": ["C", "H", "O", "C", "C", "C", "C", "C", "C", "O", "C", "C", "C", "C", "N", "O", "C", "O", "N", "H", "C", "C", "C", "C", "N", "O", "C", "C", "H", "H", "H", "C", "H", "H", "H", "H", "H", "H", "H", "H", "H", "H", "H", "H", "Cl", "H", "H", "H"], "coordinates": [[4.325407, 0.432401, 3.033386], [3.786609, -0.066510, 3.837142], [4.393997, -0.507630, 1.985144], [5.016438, -0.155956, 0.836725], [5.618589, 1.073917, 0.606869], [6.207336, 1.335043, -0.621744], [6.212690, 0.394060, -1.632150], [5.616960, -0.835988, -1.402948], [5.023562, -1.125624, -0.187382], [4.456705, -2.351916, 0.097941], [3.488288, -2.817371, -0.812447], [2.331356, -1.875057, -0.899212], [1.802266, -1.014253, 0.020517], [0.758368, -0.372377, -0.689131], [0.688850, -0.832635, -1.917664], [1.659915, -1.756683, -2.056752], [-0.153189, 0.679943, -0.175512], [-0.079099, 1.117281, 0.954800], [-1.040929, 1.104729, -1.099040], [-1.050881, 0.642001, -1.995816], [-2.060892, 2.083349, -0.793084], [-3.401788, 1.442381, -0.647072], [-3.938600, 0.647643, 0.323074], [-5.237396, 0.339510, -0.164541], [-5.426655, 0.913514, -1.323314], [-4.299545, 1.593905, -1.636486], [-6.287980, -0.469195, 0.521918], [-6.985440, 0.411891, 1.564036], [-7.733037, -0.166226, 2.101604], [-6.267662, 0.804181, 2.281198], [-7.478132, 1.247621, 1.072759], [-7.295084, -1.025765, -0.479663], [-7.766300, -0.210172, -1.019996], [-8.059341, -1.602085, 0.036309], [-6.798305, -1.668982, -1.201125], [-5.791117, -1.296721, 1.041958], [-3.483530, 0.332740, 1.238080], [-2.106404, 2.833519, -1.586788], [-1.768266, 2.550114, 0.152210], [2.099256, -0.858093, 1.034570], [3.895489, -2.977567, -1.819652], [3.162856, -3.783316, -0.411779], [5.626502, -1.579256, -2.184988], [6.673899, 0.610994, -2.581523], [6.941207, 2.876572, -0.881664], [5.626804, 1.840044, 1.364152], [5.321858, 0.713698, 3.386311], [3.774356, 1.328305, 2.730775]], "atomic_forces_ev_per_a": [[0.0, 0.2, 0.2], [0.0, 0.1, 0.0], [0.0, -0.2, -0.2], [0.0, -0.2, -0.3], [-0.1, -0.1, 0.1], [-0.1, -0.3, -0.1], [0.0, 0.2, 0.1], [-0.1, -0.2, 0.3], [0.0, 0.2, 0.1], [0.2, 0.3, 0.1], [-0.2, -0.2, -0.3], [-0.3, 0.6, 0.9], [0.1, -0.4, -0.5], [0.8, -0.8, -0.2], [-0.8, 0.8, 0.1], [0.5, -0.4, 0.0], [-0.3, 0.2, -0.4], [0.1, -0.1, 0.3], [-0.1, 0.1, -0.2], [0.0, 0.0, 0.0], [-0.1, 0.0, 0.0], [-0.3, -0.4, 0.7], [0.2, 0.5, -0.6], [0.6, 0.2, -0.2], [-1.1, -0.6, 0.0], [0.9, 0.4, 0.1], [-0.3, 0.1, -0.1], [0.1, -0.2, 0.0], [-0.1, 0.0, 0.1], [0.0, 0.1, 0.1], [-0.1, 0.1, 0.0], [0.2, 0.0, 0.2], [-0.1, 0.0, -0.1], [-0.1, 0.0, 0.0], [0.0, -0.1, -0.1], [0.0, 0.1, -0.1], [0.2, -0.1, 0.2], [0.0, 0.0, 0.1], [-0.1, 0.0, -0.2], [0.1, 0.0, 0.2], [0.0, 0.0, 0.1], [0.1, 0.1, -0.2], [0.0, -0.1, -0.1], [0.0, 0.0, -0.1], [0.1, 0.2, 0.0], [0.0, 0.1, 0.1], [0.0, 0.0, 0.0], [0.0, 0.0, 0.0]], "largest_force_ha_per_bohr": 0.0242, "e_lumo_ha": 0.0234, "homo_ev": -8.65, "smiles": "COc1cc(Cl)ccc1OCc1cc(C(=O)NCc2cc(C(C)C)no2)no1"}

2.
{"formula": "C2H8OS2", "method": "ωB97M-V/def2-TZVPD", "elements": ["S", "S", "H", "H", "C", "O", "C", "H", "H", "H", "H", "H", "H"], "coordinates": [[-0.455517, 0.810765, -2.504828], [0.037526, 1.446819, -0.528384], [-1.387458, -0.026382, -2.006298], [0.331109, 0.558996, 0.483987], [-0.180221, -1.451712, 1.749563], [-0.048733, -0.744846, 2.953701], [1.114923, -2.035577, 1.219931], [-0.735042, -2.383016, 1.883808], [-0.806574, -0.915221, 1.029152], [0.852006, -0.455256, 3.112028], [1.565218, -2.589661, 2.053846], [0.964630, -2.595704, 0.300158], [1.868860, -1.280507, 0.950397]], "atomic_forces_ev_per_a": [[0.3, -1.0, 1.7], [0.0, 1.5, 0.3], [-0.2, 0.1, -0.6], [0.0, -0.5, -1.5], [-0.2, -1.4, -0.6], [-0.4, 0.2, 0.3], [0.9, 1.3, 0.1], [-0.6, 0.2, 0.8], [0.4, 0.3, 0.0], [0.1, -0.1, -0.2], [-0.1, -0.4, -0.5], [-0.1, -0.4, 0.3], [-0.2, 0.1, 0.1]], "largest_force_ha_per_bohr": 0.0392, "e_lumo_ha": -0.0093, "homo_ev": -9.07, "smiles": "CCO.SS"}

3.
{"formula": "CH3NO4P", "method": "ωB97M-V/def2-TZVPD", "elements": ["C", "N", "O", "O", "O", "O", "P", "H", "H", "H"], "coordinates": [[-1.427246, 0.200925, 0.056101], [-0.194275, 0.667593, 0.146665], [-2.413354, 0.905802, 0.317356], [-1.482723, -1.072506, -0.365783], [0.861494, -1.664726, 0.043475], [2.418613, 0.274331, -0.389152], [1.224035, -0.352777, 0.629553], [-0.230557, 1.698968, 0.730040], [-0.565190, -1.455630, -0.325963], [1.809204, 0.798022, -0.842292]], "atomic_forces_ev_per_a": [[-2.6, -0.3, -0.2], [2.9, 5.0, 2.2], [0.5, -1.1, -0.4], [-1.9, 0.9, 0.0], [-0.5, -2.1, -1.0], [0.4, -0.9, 1.3], [1.5, 0.9, 2.6], [0.2, -3.9, -2.2], [0.6, -0.4, 0.0], [-1.0, 2.0, -2.3]], "largest_force_ha_per_bohr": 0.1202, "e_lumo_ha": 0.1510, "homo_ev": -3.92, "smiles": "O=C(O)NP([O-])O", "charge": -1}

4.
{"formula": "C6H6", "method": "ωB97M-V/def2-TZVPD", "elements": ["C", "C", "C", "C", "C", "C", "H", "H", "H", "H", "H", "H"], "coordinates": [[-1.191648, -0.816074, -0.644279], [-0.372513, -0.160454, 0.469396], [1.063349, -0.510537, 0.395050], [2.237302, -0.768447, 0.316863], [-0.437881, 1.285766, 0.354946], [-0.318445, 2.480172, 0.177380], [-0.803702, -0.513735, -1.621591], [-1.142004, -1.901126, -0.552173], [-2.229975, -0.482720, -0.566850], [-0.749677, -0.445242, 1.455666], [3.280322, -0.996225, 0.254694], [0.664873, 2.828618, -0.039099]], "atomic_forces_ev_per_a": [[-0.1, -0.2, -0.1], [-0.1, -0.2, 0.1], [0.5, -0.2, 0.0], [-0.6, 0.1, 0.0], [-0.1, 0.3, 0.1], [0.5, -1.0, 0.0], [0.0, -0.1, 0.2], [-0.1, 0.0, -0.1], [0.1, -0.1, 0.0], [0.0, -0.2, -0.1], [-0.2, 0.0, 0.0], [0.1, 1.6, -0.2]], "largest_force_ha_per_bohr": 0.0312, "e_lumo_ha": 0.0327, "homo_ev": -10.16, "smiles": "C#CC(C)C#C"}

5.
{"formula": "C17H15BrCuFN4O5Se4", "method": "ωB97M-V/def2-TZVPD", "elements": ["Cu", "O", "C", "C", "C", "C", "C", "C", "N", "H", "H", "H", "H", "H", "H", "H", "Se", "Se", "Se", "Se", "F", "C", "C", "N", "C", "C", "O", "O", "C", "O", "N", "C", "O", "H", "H", "H", "H", "Br", "C", "C", "C", "C", "C", "N", "H", "H", "H", "H"], "coordinates": [[0.449036, 0.468712, -1.292116], [0.371774, -1.760125, 0.015122], [0.321278, -1.418400, 1.374336], [0.101416, 0.050761, 1.678242], [-0.423017, 0.397037, 2.918623], [-0.569143, 1.732873, 3.241820], [-0.198824, 2.687990, 2.309514], [0.281498, 2.256839, 1.088049], [0.439932, 0.970053, 0.776675], [-0.508663, -1.562484, -0.358625], [1.282424, -1.715824, 1.806208], [-0.462358, -1.978664, 1.900871], [-0.733671, -0.380990, 3.603309], [-0.986516, 2.024579, 4.197390], [-0.314619, 3.745926, 2.497777], [0.523851, 2.954919, 0.294227], [0.060882, 2.561931, -2.598710], [1.856976, 2.853003, -3.982650], [2.876175, 0.745086, -4.243175], [1.782453, -0.721571, -2.990245], [-3.903049, -4.284938, -3.015306], [-3.786847, -3.645863, -1.842846], [-3.953442, -2.323872, -1.747665], [-3.877397, -1.647987, -0.555436], [-3.900200, -0.186840, -0.547892], [-2.503060, 0.440656, -0.632018], [-2.418659, 1.636777, -0.366174], [-1.582690, -0.341607, -1.016935], [-3.497514, -2.291066, 0.596972], [-3.322411, -1.732766, 1.659830], [-3.343896, -3.664770, 0.465673], [-3.467617, -4.449329, -0.673417], [-3.319135, -5.651624, -0.643687], [-4.159850, -1.722381, -2.621591], [-4.414493, 0.163345, 0.342789], [-4.466185, 0.125494, -1.426565], [-3.089938, -4.149205, 1.314315], [4.402311, -1.374264, 0.497967], [4.548476, 0.487678, 0.090373], [5.744487, 1.139106, 0.362163], [5.800033, 2.486649, 0.053169], [4.685485, 3.106470, -0.496518], [3.550994, 2.345941, -0.720911], [3.490600, 1.045047, -0.430026], [6.581198, 0.609183, 0.790877], [6.708033, 3.046502, 0.239208], [4.693002, 4.155539, -0.755937], [2.650876, 2.766474, -1.157054]], "atomic_forces_ev_per_a": [[0.0, 0.3, -0.4], [0.0, -0.2, 0.2], [0.1, -0.1, 0.0], [0.0, 0.0, 0.1], [0.0, 0.1, 0.0], [0.0, 0.0, 0.0], [0.0, 0.0, 0.0], [0.0, 0.0, -0.1], [-0.1, -0.2, 0.1], [0.0, 0.1, -0.1], [0.0, 0.0, 0.0], [0.0, 0.0, 0.0], [0.0, 0.0, 0.0], [0.0, 0.0, 0.0], [0.0, 0.0, 0.0], [0.0, 0.0, 0.0], [0.1, 0.0, 0.1], [-0.1, 0.2, 0.0], [0.1, -0.1, -0.1], [-0.1, -0.1, 0.3], [0.0, 0.0, 0.0], [0.0, 0.0, 0.1], [0.0, 0.0, -0.1], [0.0, 0.0, -0.1], [-0.2, -0.1, 0.0], [0.3, 0.3, 0.0], [-0.1, 0.0, 0.0], [-0.1, -0.2, -0.1], [0.0, -0.1, 0.0], [0.0, 0.1, 0.1], [0.0, 0.1, 0.1], [0.0, 0.0, -0.1], [0.0, 0.0, 0.0], [0.0, 0.0, 0.0], [0.1, 0.0, 0.0], [0.0, 0.1, 0.1], [0.0, 0.0, 0.0], [0.0, 0.0, 0.0], [0.1, -0.1, 0.0], [0.0, 0.0, 0.0], [0.0, 0.0, 0.0], [0.0, 0.0, 0.0], [-0.1, 0.0, 0.0], [-0.1, 0.0, 0.1], [0.0, 0.0, 0.0], [0.0, 0.0, 0.0], [0.0, 0.0, 0.0], [0.0, 0.0, 0.0]], "largest_force_ha_per_bohr": 0.0092, "e_lumo_ha": [0.0909, 0.0464], "multiplicity": 2, "homo_ev": [-4.00, -3.98], "charge": -1}

Across the entries above, relative energy (zero: lowest compared OMol25 entry of this formula, charge and spin) takes the values 301.1; 154.8; 32.1; 471.0; 0.0 kJ/mol, respectively.